A single C4H6O3S molecule. Source: the OMol25 dataset; level of theory: the ωB97M-V functional and the def2-TZVPD basis.

The geometry in XYZ format:
```
14
Properties=species:S:1:pos:R:3:forces:R:3
S 3.68026 -0.07432 -0.51448 -2.66 0.35 0.62
O -0.89598 1.37660 0.31843 0.57 -5.38 -1.08
O 1.58292 1.46758 -0.01592 2.63 1.35 -1.71
O -0.12679 -0.92395 0.26676 -0.85 2.89 -0.68
C 2.10260 0.29523 -0.00334 1.89 -2.57 1.25
C -2.21661 -0.27195 -0.85888 0.58 -2.64 -1.83
C 1.17074 -0.65133 0.89209 0.11 0.90 -1.20
C -0.95805 0.13758 -0.05667 -1.06 2.08 0.90
H -2.93603 0.45818 -0.54349 -0.77 -0.15 0.24
H 0.73011 1.49530 0.37532 -2.33 0.39 0.84
H -2.55032 -1.46691 -0.77527 0.94 3.47 0.18
H 1.06137 -0.10135 1.82166 -0.35 0.10 0.21
H 1.49009 -1.63858 1.12268 0.88 -0.53 -0.17
H -2.13434 -0.10207 -2.02888 0.42 -0.25 2.43
```
Forces are in eV/Å.

Computed properties:
HOMO energy, eV: -8.8
Molecular weight, g/mol: 134.2
SMILES string: CC(=O)OCC(O)=S
Total charge: 0
HOMO-LUMO gap, eV: 8.88
Energy relative to the best compared isomer or geometry (same formula, charge and spin), eV: 1.678
Total energy, Eh: -779.86862
Maximum force, Eh/bohr: 0.10737

Results of the natural (NBO) charge analysis, in e, for atoms 1 through 6: S -0.111; O -0.636; O -0.636; O -0.487; C 0.253; C -0.728